(1)
# C59H44F15GeN2O9PS4Ti

A molecular structure, C59H44F15GeN2O9PS4Ti (the ωB97M-V functional and the def2-TZVPD basis, the Open Molecules 2025 dataset).

Element x y z (Å)
Ti (-0.2446, 0.3525, 1.2226)
O (-2.2265, 1.7369, 1.4409)
S (-1.7892, 2.0442, 2.8050)
O (-1.6507, 3.4230, 3.1328)
O (-0.4924, 1.2582, 2.9766)
C (-2.9568, 1.3331, 3.8888)
C (-3.5916, 2.1810, 4.7778)
C (-4.5442, 1.6694, 5.6441)
C (-4.8730, 0.3255, 5.6014)
C (-4.2478, -0.5309, 4.7067)
C (-3.2884, -0.0406, 3.8392)
S (-2.3131, -1.3389, 3.0909)
O (-1.3480, -1.5581, 4.1244)
O (-3.1443, -2.4528, 2.7691)
O (-1.6609, -0.8042, 1.7950)
H (-3.3284, 3.2324, 4.7785)
H (-5.0184, 2.3236, 6.3635)
H (-5.6141, -0.0707, 6.2841)
H (-4.4842, -1.5880, 4.6817)
O (5.1949, 0.6598, 7.6288)
C (4.0314, 1.2783, 7.3153)
O (3.3765, 1.7844, 8.1775)
C (3.6288, 1.2751, 5.8678)
C (2.7376, 2.2515, 5.4406)
C (2.2809, 2.2605, 4.1330)
C (2.6758, 1.2659, 3.2294)
S (2.0968, 1.2820, 1.5559)
C (3.5449, 0.2779, 3.6753)
C (4.0372, 0.2922, 4.9756)
H (5.6579, 0.3894, 6.8279)
H (2.4203, 3.0077, 6.1495)
H (1.5898, 3.0257, 3.8029)
H (3.8114, -0.5237, 3.0022)
H (4.7122, -0.5034, 5.2833)
N (2.1575, -5.8374, 1.0613)
C (1.9517, -4.8498, 1.6151)
C (1.7089, -3.6089, 2.3281)
C (2.0326, -3.4812, 3.6783)
C (1.7364, -2.2972, 4.2986)
C (1.1515, -1.2760, 3.5675)
N (0.8853, -1.3657, 2.2602)
C (1.1366, -2.5459, 1.6657)
H (2.4953, -4.3043, 4.2092)
H (1.9416, -2.1392, 5.3497)
H (0.9221, -0.3417, 4.0496)
H (0.8808, -2.6367, 0.6259)
F (4.6742, -1.9830, -3.9477)
C (3.6636, -2.8269, -3.6863)
C (2.8231, -2.6291, -2.5986)
C (1.8739, -3.6243, -2.3861)
F (1.0654, -3.6108, -1.3189)
C (1.7235, -4.7010, -3.2302)
F (0.7882, -5.6208, -3.0028)
C (2.5515, -4.8275, -4.3226)
F (2.4056, -5.8525, -5.1539)
C (3.5405, -3.8983, -4.5428)
F (4.3655, -4.0404, -5.5794)
Ge (2.9197, -0.9738, -1.5325)
S (0.9098, -0.6310, -0.7931)
C (3.4098, 0.3068, -2.9509)
C (2.4246, 0.5650, -3.9010)
F (1.2833, -0.1424, -3.9000)
C (2.5797, 1.4851, -4.9150)
F (1.6262, 1.6866, -5.8266)
C (3.7571, 2.1925, -5.0006)
F (3.9143, 3.1083, -5.9497)
C (4.7829, 1.9224, -4.1251)
F (5.9443, 2.5632, -4.2536)
C (4.6101, 0.9753, -3.1386)
F (5.7010, 0.6835, -2.4229)
C (4.4121, -1.1919, -0.2878)
C (5.1743, -0.1321, 0.1930)
F (4.9251, 1.1288, -0.1581)
C (6.2280, -0.3202, 1.0549)
F (6.9284, 0.7185, 1.5087)
C (6.5324, -1.5882, 1.4930)
F (7.5272, -1.7675, 2.3554)
C (5.7982, -2.6668, 1.0574)
F (6.0978, -3.8895, 1.4881)
C (4.7568, -2.4576, 0.1790)
F (4.0800, -3.5434, -0.2003)
C (0.3270, 4.0804, 0.5298)
C (0.0190, 2.9964, -0.4251)
O (-0.1454, 1.8400, 0.0237)
C (-0.0478, 3.2017, -1.8579)
C (-0.2933, 2.1081, -2.6934)
C (-0.3880, 2.2844, -4.0587)
C (-0.2352, 3.5528, -4.6020)
C (0.0267, 4.6470, -3.7856)
C (0.1104, 4.4767, -2.4174)
H (1.2476, 3.7905, 1.0379)
H (-0.4418, 4.1100, 1.2988)
H (0.4347, 5.0527, 0.0705)
H (-0.4079, 1.1281, -2.2569)
H (-0.5757, 1.4322, -4.7008)
H (-0.3158, 3.6903, -5.6739)
H (0.1583, 5.6324, -4.2162)
H (0.2917, 5.3397, -1.7941)
C (-6.0553, -0.2307, -1.4644)
C (-4.9386, -0.4232, -0.4345)
C (-5.0781, 0.6966, 0.6082)
C (-5.1320, -1.7514, 0.3079)
P (-3.1675, -0.2707, -1.1254)
C (-3.4904, 1.1202, -2.2942)
C (-3.2958, 2.4028, -1.7723)
C (-3.5432, 3.5443, -2.5275)
C (-3.9692, 3.4260, -3.8414)
C (-4.1600, 2.1594, -4.3848)
C (-3.9273, 1.0227, -3.6171)
C (-2.8020, -1.7933, -2.1825)
C (-3.9266, -2.4972, -2.9550)
C (-2.2059, -2.8075, -1.1823)
C (-1.6948, -1.4252, -3.1802)
H (-7.0139, -0.4342, -0.9697)
H (-5.9739, -0.9000, -2.3228)
H (-6.0866, 0.7942, -1.8363)
H (-6.1078, 0.6993, 0.9858)
H (-4.8733, 1.6842, 0.1866)
H (-4.4039, 0.5448, 1.4512)
H (-6.0458, -1.6845, 0.9107)
H (-4.3082, -1.9711, 0.9837)
H (-5.2508, -2.6018, -0.3620)
H (-2.9583, 2.5033, -0.7459)
H (-3.3945, 4.5259, -2.0895)
H (-4.1614, 4.3125, -4.4362)
H (-4.5018, 2.0529, -5.4092)
H (-4.1166, 0.0559, -4.0608)
H (-4.7750, -2.7719, -2.3349)
H (-3.5169, -3.4243, -3.3738)
H (-4.3001, -1.9084, -3.7936)
H (-2.9487, -3.1598, -0.4619)
H (-1.3844, -2.3674, -0.6193)
H (-1.8135, -3.6744, -1.7261)
H (-2.0332, -0.7156, -3.9381)
H (-1.3693, -2.3398, -3.6938)
H (-0.8180, -1.0077, -2.6787)

Output
- energy relative to the best compared isomer or geometry (same formula, charge and spin) (kJ/mol) = 72.3
- spin multiplicity = 1
- lowest unoccupied orbital energy (eV) = -1.688
- net charge = 0
- highest occupied orbital energy (eV) = -8.4
- electronic energy (eV) = -256329.7867

---

(2)
# C59H46FGeNOP3RhS

A molecular structure, C59H46FGeNOP3RhS (the ωB97M-V functional and the def2-TZVPD basis, the Open Molecules 2025 dataset).

Element x y z (Å)
Rh (0.0374, -0.2480, -0.1053)
F (2.4501, 3.1793, 1.8631)
Ge (1.6155, 1.6984, 1.2139)
C (1.4236, 0.9526, 3.0991)
C (2.2111, 1.4678, 4.1151)
C (1.7552, 1.4305, 5.4240)
C (0.4942, 0.9313, 5.7110)
C (-0.2703, 0.3549, 4.7122)
C (0.2119, 0.3382, 3.4063)
P (-0.5896, -0.6846, 2.1342)
C (-2.3887, -0.5816, 2.2977)
C (-3.1588, -1.7141, 2.0170)
C (-4.5352, -1.6104, 1.9410)
C (-5.1518, -0.3887, 2.1696)
C (-4.3951, 0.7235, 2.5071)
C (-3.0148, 0.6393, 2.5445)
C (-0.1756, -2.3226, 2.8330)
C (0.9143, -3.0475, 2.3555)
C (1.2257, -4.2781, 2.9068)
C (0.4737, -4.7794, 3.9568)
C (-0.5858, -4.0401, 4.4630)
C (-0.9120, -2.8165, 3.9083)
C (-0.1871, 2.6873, 1.2234)
C (-0.4014, 3.4525, 2.3605)
C (-1.4509, 4.3540, 2.4073)
C (-2.2714, 4.5231, 1.3013)
C (-2.0816, 3.7439, 0.1764)
C (-1.0723, 2.7846, 0.1525)
P (-0.6821, 1.8030, -1.3297)
C (0.0273, 3.2326, -2.2530)
C (-0.5170, 3.6655, -3.4586)
C (-0.0948, 4.8586, -4.0179)
C (0.8915, 5.6151, -3.4081)
C (1.4403, 5.1831, -2.2115)
C (1.0004, 4.0097, -1.6295)
C (-2.1961, 1.4127, -2.2611)
C (-3.4814, 1.6171, -1.7683)
C (-4.5746, 1.3816, -2.5882)
C (-4.4021, 0.8701, -3.8656)
C (-3.1250, 0.5879, -4.3286)
C (-2.0286, 0.8630, -3.5353)
C (2.9365, 1.6642, -0.3932)
C (3.7418, 2.7717, -0.6066)
C (4.5324, 2.8567, -1.7421)
C (4.5220, 1.8376, -2.6784)
C (3.7646, 0.7047, -2.4496)
C (2.9655, 0.6189, -1.3115)
P (2.2082, -0.9625, -0.8275)
C (3.7031, -1.6047, 0.0125)
C (4.6933, -2.2716, -0.7083)
C (5.9182, -2.5217, -0.1133)
C (6.1757, -2.0959, 1.1815)
C (5.1807, -1.4536, 1.9029)
C (3.9470, -1.2130, 1.3256)
C (1.9445, -1.9493, -2.3164)
C (1.3602, -1.3374, -3.4259)
C (0.9859, -2.0977, -4.5181)
C (1.1727, -3.4743, -4.5083)
C (1.7398, -4.0869, -3.4003)
C (2.1055, -3.3365, -2.2968)
H (3.1551, 1.9361, 3.8794)
H (2.3672, 1.8340, 6.2160)
H (0.1125, 0.9725, 6.7204)
H (-1.2446, -0.0537, 4.9421)
H (-2.6780, -2.6747, 1.8793)
H (-5.1281, -2.4856, 1.7163)
H (-6.2247, -0.3031, 2.0992)
H (-4.8892, 1.6537, 2.7455)
H (-2.4242, 1.5148, 2.7844)
H (1.5182, -2.6566, 1.5443)
H (2.0561, -4.8421, 2.5105)
H (0.7126, -5.7397, 4.3842)
H (-1.1654, -4.4239, 5.2888)
H (-1.7505, -2.2587, 4.3000)
H (0.2798, 3.3718, 3.1968)
H (-1.6015, 4.9508, 3.2916)
H (-3.0509, 5.2697, 1.3122)
H (-2.6868, 3.9094, -0.7020)
H (-1.2901, 3.0932, -3.9440)
H (-0.5540, 5.2025, -4.9299)
H (1.2138, 6.5451, -3.8499)
H (2.1991, 5.7682, -1.7149)
H (1.4012, 3.7274, -0.6669)
H (-3.6284, 1.9361, -0.7460)
H (-5.5651, 1.6081, -2.2214)
H (-5.2608, 0.6810, -4.4913)
H (-2.9881, 0.1571, -5.3080)
H (-1.0357, 0.6350, -3.8982)
H (3.7669, 3.5733, 0.1142)
H (5.1606, 3.7199, -1.8930)
H (5.1161, 1.9130, -3.5760)
H (3.7887, -0.1144, -3.1542)
H (4.5123, -2.5807, -1.7281)
H (6.6839, -3.0377, -0.6733)
H (7.1479, -2.2610, 1.6239)
H (5.3678, -1.1295, 2.9144)
H (3.1687, -0.7130, 1.8930)
H (1.2140, -0.2630, -3.4175)
H (0.5399, -1.6204, -5.3778)
H (0.8577, -4.0677, -5.3548)
H (1.8864, -5.1555, -3.3902)
H (2.5121, -3.8247, -1.4217)
O (-1.9063, -0.9506, -1.1694)
N (-2.6226, -2.0232, -1.0849)
C (-3.9448, -1.9688, -1.3343)
C (-4.7190, -3.1028, -1.3102)
C (-4.1278, -4.3353, -1.0288)
C (-2.7807, -4.3821, -0.7520)
C (-2.0222, -3.2076, -0.7640)
S (-0.3661, -3.1326, -0.3567)
H (-4.3256, -0.9880, -1.5833)
H (-5.7754, -3.0281, -1.5168)
H (-4.7187, -5.2355, -1.0358)
H (-2.2915, -5.3151, -0.5238)

Output
- energy relative to the best compared isomer or geometry (same formula, charge and spin) (kJ/mol) = 0.0
- spin multiplicity = 5
- <S²> = 6.05
- lowest unoccupied orbital energy (spin up / spin down) (eV) = -4.848 / -7.952
- net charge = +2
- highest occupied orbital energy (spin up / spin down) (eV) = -12.6 / -13.4
- electronic energy (eV) = -166395.6861

---

Quick rundown of maximum force, same order as above: 0.0357; 0.0493 hartree/bohr